1.
Formula: C20H28F3N3O2
Source: OMol25
Level of theory: ωB97M-V/def2-TZVPD

Summary:
2S+1 ... 1
SMILES ... CC(C)(C)CN1CCNC(=O)[C@H]1CC(=O)NCCc1ccccc1C(F)(F)F
M ... 399.5 g/mol
Orbital gap ... 9.24 eV
ΔE to the lowest compared entry with this formula, charge and spin ... 0.9 kcal/mol

XYZ file:
```
56
Properties=species:S:1:pos:R:3:forces:R:3:nbo_charge:R:1
C 4.602 -0.853 -0.072 -0.2594 0.0156 -0.0459 -0.6015
H 5.108 0.087 -0.276 0.0939 0.1067 -0.0328 0.2103
H 4.975 -1.598 -0.772 0.0864 -0.1048 -0.0779 0.2028
H 4.858 -1.167 0.938 0.0614 -0.0597 0.1334 0.2032
C 3.084 -0.682 -0.217 0.1258 0.0876 -0.0586 -0.0473
C 2.800 -0.137 -1.619 0.0266 -0.0968 0.1939 -0.6092
H 3.219 0.861 -1.726 0.0281 0.1390 -0.0648 0.2129
H 1.734 -0.077 -1.814 -0.1316 0.0557 -0.0786 0.2108
H 3.248 -0.779 -2.376 0.0443 -0.0717 -0.1069 0.2023
C 2.603 0.314 0.839 0.1319 -0.1940 -0.1476 -0.6014
H 1.556 0.561 0.699 -0.1954 0.0923 0.0498 0.2084
H 3.181 1.232 0.768 0.0672 0.1397 -0.0363 0.2078
H 2.725 -0.102 1.835 -0.0163 0.0240 0.1507 0.2123
C 2.416 -2.072 -0.026 0.0535 0.1716 0.0307 -0.2178
N 1.251 -2.061 0.847 0.0341 -0.1125 0.0011 -0.4505
C 1.086 -3.280 1.605 -0.0770 -0.3570 -0.0644 -0.2194
C 0.747 -4.476 0.707 0.3656 0.1149 0.3040 -0.2355
N -0.295 -4.097 -0.222 -0.0434 -0.4525 -0.0180 -0.6045
C -0.655 -2.849 -0.559 0.1086 0.0757 -0.1418 0.6786
O -1.513 -2.658 -1.411 -0.1605 0.1027 -0.2480 -0.6584
C 0.002 -1.697 0.194 -0.0597 0.1811 0.1692 -0.1526
C -0.982 -1.135 1.243 -0.0944 0.1542 -0.0034 -0.4927
H -0.394 -0.685 2.045 -0.0592 -0.0250 -0.0773 0.2531
C -1.990 -0.079 0.791 0.1940 -0.3773 0.0577 0.6817
O -2.352 0.795 1.559 -0.0681 0.1238 0.2886 -0.6455
N -2.484 -0.225 -0.448 -0.1439 -0.0634 -0.3430 -0.6432
C -3.571 0.592 -0.931 0.0041 0.2909 -0.0332 -0.2092
H -4.137 0.004 -1.655 -0.0138 0.0097 0.0684 0.2042
H -4.211 0.837 -0.077 -0.0404 -0.0849 -0.1453 0.2120
C -3.110 1.905 -1.596 -0.1556 -0.2999 0.1072 -0.4602
C -2.601 2.875 -0.567 0.1601 0.2437 -0.0318 0.1370
C -3.516 3.455 0.305 0.1123 0.0248 -0.1008 -0.2160
C -3.113 4.306 1.314 -0.0223 -0.0010 -0.0005 -0.1785
C -1.771 4.607 1.472 0.0346 0.0123 0.0420 -0.2195
C -0.844 4.063 0.606 0.0334 -0.0853 -0.0591 -0.1650
C -1.255 3.207 -0.409 0.0091 0.0187 0.0310 -0.2005
C -0.220 2.670 -1.352 0.2309 0.0696 -0.3754 0.9793
F -0.414 3.083 -2.625 -0.1789 0.0998 -0.0481 -0.3320
F -0.187 1.324 -1.414 -0.1582 -0.2660 0.1272 -0.3385
F 1.031 3.042 -1.042 0.1430 0.1841 0.2636 -0.3257
H 0.203 4.297 0.716 0.0503 0.0167 -0.0046 0.2262
H -1.446 5.262 2.265 0.0233 0.0704 0.0718 0.2149
H -3.846 4.733 1.982 -0.0712 0.0380 0.0585 0.2136
H -4.564 3.222 0.189 -0.1359 -0.0468 -0.0018 0.2067
H -3.976 2.346 -2.094 0.0165 0.0176 -0.0460 0.2184
H -2.366 1.676 -2.356 -0.0897 0.0419 -0.0295 0.2244
H -2.165 -0.996 -1.031 -0.0172 -0.0110 0.1466 0.4368
H -1.576 -1.944 1.680 0.0238 0.0262 0.0592 0.2246
H 0.215 -0.911 -0.533 -0.0429 -0.1074 -0.0241 0.2494
H -0.737 -4.836 -0.754 -0.0402 0.2247 -0.0154 0.4073
H 1.638 -4.797 0.150 -0.0633 0.0004 0.1143 0.1885
H 0.400 -5.322 1.308 0.0691 0.0681 -0.0306 0.2051
H 0.280 -3.125 2.325 0.0258 -0.0729 0.0600 0.2042
H 2.002 -3.487 2.163 -0.0737 -0.0122 0.0110 0.2122
H 2.180 -2.494 -1.015 0.0736 -0.0823 -0.0211 0.1762
H 3.149 -2.732 0.443 -0.0193 -0.0578 -0.0276 0.1991
```
Positions in Å, forces in eV/Å.

=====

2.
Formula: C20H28F3O2Re
Source: OMol25
Level of theory: ωB97M-V/def2-TZVPD

Summary:
2S+1 ... 4
M ... 543.6 g/mol
Orbital gap (alpha / beta) ... 6.53 / 5.45 eV
Net charge ... +1
ΔE to the lowest compared entry with this formula, charge and spin ... 0.0 kcal/mol

XYZ file:
```
54
Properties=species:S:1:pos:R:3:forces:R:3:mulliken_spin:R:1
O 0.099 0.039 -3.338 -0.0869 0.4864 -1.4451 -0.0002
C 0.139 1.301 -4.077 0.0514 0.4571 0.3817 0.0001
C 0.145 0.632 -5.455 0.1134 -0.2400 0.7738 0.0001
H 1.067 1.837 -3.823 -0.4478 0.0492 -0.0394 0.0000
H -0.762 1.906 -3.879 0.4384 -0.1191 0.0504 -0.0001
C 0.182 -0.669 -4.609 -0.1521 -0.3817 -0.9272 0.0002
H 1.060 0.790 -6.034 -0.3424 0.0603 -0.0187 0.0000
H -0.761 0.795 -6.047 0.2904 -0.1054 0.0794 0.0000
C 1.499 -1.403 -4.768 -0.1028 -0.2662 0.0765 -0.0001
H 2.342 -0.733 -4.559 -0.1638 -0.2392 -0.0140 0.0000
H 1.583 -1.791 -5.791 0.0224 0.1887 0.1330 0.0000
H 1.521 -2.275 -4.108 0.1890 0.1556 0.1001 0.0000
C -1.017 -1.575 -4.790 0.1410 -0.1676 0.0758 0.0000
H -1.945 -1.035 -4.580 0.0948 -0.0411 -0.1179 0.0000
H -0.937 -2.413 -4.093 -0.1166 -0.0319 -0.0255 0.0000
H -1.042 -1.978 -5.810 -0.0482 0.0944 0.1891 0.0000
Re -0.430 -0.432 3.141 4.6762 0.4359 1.5528 2.3208
C -2.256 -0.558 4.360 -0.6390 0.4965 -0.4328 -0.0332
C -1.933 0.801 4.066 -1.4869 0.5839 0.1012 -0.0044
C -1.897 0.969 2.637 -1.8707 0.3062 -0.3654 0.0933
H -1.791 1.586 4.805 0.2056 -0.1979 -0.2644 0.0010
C -2.206 -0.319 2.038 -1.6007 0.7864 0.5967 0.0436
C -2.410 -1.250 3.110 -1.6481 -0.6265 -0.4369 0.0202
H -2.654 -2.303 2.987 -0.0157 0.3595 0.0719 -0.0016
H -2.393 -0.962 5.358 0.3284 -0.0726 -0.2744 -0.0011
H -1.765 1.900 2.105 0.1788 -0.0388 0.1365 0.0094
H -2.301 -0.519 0.984 0.1311 -0.0845 -0.0718 0.0174
C 1.054 -2.057 4.583 0.0187 0.6915 -0.9387 0.0770
C 0.049 -2.639 3.749 0.8234 -0.6409 -0.6645 0.1043
C 0.359 -2.321 2.361 0.8192 -0.4456 0.7972 -0.0695
H -0.718 -3.332 4.082 0.1289 0.2862 -0.0959 0.0015
C 1.531 -1.468 2.382 -0.3846 -0.5652 0.9108 0.1161
C 1.938 -1.313 3.757 0.8004 -1.3327 -0.2320 0.1867
H 2.846 -0.827 4.092 -0.3470 0.1369 -0.0843 -0.0099
H 1.152 -2.192 5.661 -0.2109 0.2551 -0.3397 0.0062
H -0.130 -2.719 1.478 0.0954 0.0273 0.1975 0.0044
H 2.065 -1.110 1.513 -0.0706 0.0643 0.1639 0.0329
O 1.794 1.224 -1.020 -1.5312 0.7023 0.4611 0.0099
C 0.716 0.318 -0.711 0.2621 -0.3742 0.2814 -0.1435
C -0.607 1.123 -0.756 0.2409 0.2467 0.5041 0.0575
H 0.897 -0.072 0.336 -0.3100 0.4042 -0.7707 0.1122
H 0.674 -0.544 -1.414 0.4612 0.8218 0.5702 0.0086
C -0.181 2.600 -0.972 0.2418 -0.5232 -0.5426 0.0000
H -1.037 1.044 0.250 -0.2284 0.0851 -0.4168 -0.0722
H -1.319 0.772 -1.507 0.2219 -0.0393 0.1696 0.0000
C 1.295 2.536 -0.572 0.5851 -0.2751 0.0965 0.0028
H -0.777 3.272 -0.355 0.2028 0.0946 0.0394 -0.0004
H -0.312 2.907 -2.018 0.1148 -0.1379 0.3653 -0.0005
H 1.325 2.601 0.537 0.3176 -0.1797 -0.3562 0.0012
H 1.975 3.312 -0.983 -0.5529 -0.5431 0.1237 0.0000
F 0.270 2.577 3.595 0.5260 -0.8254 0.1313 0.0044
C 0.850 1.345 3.778 0.5574 -0.5172 0.1637 0.0747
F 2.085 1.406 3.179 -0.8862 0.3397 0.5392 0.0178
F 1.068 1.218 5.145 -0.0352 0.3964 -0.9587 0.0123
```
Positions in Å, forces in eV/Å.

=====

3.
Formula: C20H28F6MgN5O4P2S4
Source: OMol25
Level of theory: ωB97M-V/def2-TZVPD

Summary:
2S+1 ... 1
M ... 731.0 g/mol
Orbital gap ... 7.97 eV
Net charge ... +1

XYZ file:
```
70
Properties=species:S:1:pos:R:3:forces:R:3:nbo_charge:R:1
Mg -0.158 0.010 0.474 1.3152 0.5480 -0.3543 1.6682
F -3.160 0.146 3.904 -0.0063 -0.0445 -0.0113 -0.2921
C -3.946 0.393 2.869 0.1487 0.0709 0.0267 0.7696
F -4.706 1.441 3.128 0.0105 0.0140 0.0360 -0.2875
F -4.707 -0.654 2.612 -0.0236 0.0328 0.0046 -0.2884
S -2.896 0.805 1.355 0.1174 -0.5392 -0.4232 2.2023
O -1.488 0.826 1.811 -0.4402 0.0051 -0.0522 -1.0603
O -3.406 2.028 0.837 -0.0476 0.0019 -0.0502 -0.8822
N -3.075 -0.387 0.316 -0.1426 -0.0248 0.3490 -1.2020
S -2.368 -1.773 0.631 0.1644 0.1617 0.1424 2.2045
O -1.046 -1.815 -0.029 -0.5518 0.2104 0.2719 -1.0412
O -2.378 -2.175 2.004 -0.0456 -0.0940 -0.0747 -0.9047
C -3.411 -2.971 -0.304 -0.0033 0.1085 -0.0229 0.7620
F -2.873 -4.169 -0.141 0.0006 -0.0446 0.0001 -0.2886
F -4.634 -2.946 0.188 -0.0274 -0.0311 -0.0017 -0.2842
F -3.435 -2.664 -1.593 0.0252 0.0538 -0.0745 -0.2980
C 2.101 -1.655 -2.499 0.0140 -0.0347 -0.0406 -0.9453
P 2.092 -1.128 -0.750 -0.1491 -0.1701 0.2381 0.7368
C 3.783 -0.444 -0.605 0.0097 0.0829 -0.0856 -0.9259
C 2.207 -2.702 0.190 0.0023 0.0708 0.0132 -0.3636
C 2.610 -3.882 -0.429 0.0312 -0.0222 0.0153 -0.2010
C 2.679 -5.074 0.276 0.0025 -0.0012 -0.0070 -0.1767
C 2.346 -5.100 1.621 0.0002 0.0007 0.0022 -0.1931
C 1.944 -3.933 2.252 -0.0038 -0.0087 -0.0076 -0.2144
C 1.865 -2.730 1.556 0.0208 0.0168 -0.0239 -0.2395
P 1.292 -1.202 2.383 -0.1712 -0.0887 -0.1801 0.7092
C 2.819 -0.508 3.100 -0.0149 0.0441 0.0823 -0.9264
C 0.410 -1.759 3.874 0.0336 -0.0153 0.0365 -0.9454
H 1.294 -2.362 -2.694 -0.0083 0.0057 0.0159 0.2446
H 3.050 -2.112 -2.782 -0.0091 -0.0051 -0.0084 0.2373
H 1.948 -0.774 -3.123 0.0045 0.0075 0.0089 0.2481
H 4.524 -1.237 -0.711 0.0064 0.0103 -0.0101 0.2378
H 3.926 0.071 0.341 -0.0046 -0.0264 0.0051 0.2415
H 3.928 0.292 -1.398 -0.0140 0.0047 0.0008 0.2455
H 2.874 -3.886 -1.478 -0.0014 0.0090 -0.0003 0.2148
H 2.989 -5.980 -0.227 0.0013 0.0005 0.0022 0.2252
H 2.395 -6.026 2.177 -0.0033 0.0010 0.0011 0.2275
H 1.678 -3.972 3.301 0.0002 0.0058 0.0031 0.2172
H 3.329 -1.270 3.690 0.0129 0.0136 -0.0001 0.2376
H 2.557 0.333 3.744 -0.0116 0.0040 -0.0092 0.2505
H 3.490 -0.140 2.329 -0.0040 -0.0162 -0.0032 0.2394
H 1.077 -2.254 4.580 -0.0221 -0.0168 0.0049 0.2318
H -0.412 -2.420 3.604 -0.0043 0.0047 -0.0143 0.2668
H -0.011 -0.876 4.358 -0.0045 0.0014 -0.0076 0.2538
C 1.821 6.091 0.504 0.0234 0.0224 -0.0108 -0.4367
N 2.065 4.660 0.506 -0.0115 -0.0184 -0.0092 -0.5619
C 1.166 3.737 0.838 -0.3353 0.0405 0.1489 0.3461
N -0.081 4.148 1.131 0.0496 0.0421 0.0513 -0.7946
S 1.579 2.097 0.896 0.2429 -0.2027 -0.0807 -0.4104
H 2.747 6.600 0.254 0.0010 -0.0094 -0.0058 0.2399
H 1.504 6.438 1.490 -0.0067 -0.0023 -0.0015 0.2091
H 1.073 6.365 -0.242 -0.0075 -0.0017 0.0079 0.2099
H 2.979 4.311 0.272 -0.0004 -0.0084 -0.0134 0.4268
H -0.323 5.124 1.189 0.0114 0.0001 0.0073 0.4086
H -0.708 3.483 1.552 -0.0067 -0.0228 -0.0195 0.4304
N -3.517 1.445 -5.596 -0.0242 0.0513 -0.0069 -0.7532
C -2.787 2.361 -4.937 0.0100 -0.2363 0.1672 0.0675
S -2.608 3.910 -5.420 0.0369 0.1041 -0.0717 -0.0719
C -2.097 1.833 -3.712 -0.0364 0.0870 -0.1378 -0.0544
C -1.674 0.511 -3.621 0.0684 0.0011 0.0204 -0.1985
C -1.026 0.091 -2.475 0.0196 -0.0103 -0.0141 0.0395
N -0.782 0.897 -1.438 -0.2618 -0.1815 0.1661 -0.5926
C -1.190 2.167 -1.532 0.1092 0.0619 -0.0205 0.0615
C -1.837 2.675 -2.640 0.0150 -0.0539 0.0653 -0.2021
H -4.026 1.738 -6.414 0.0015 0.0125 0.0026 0.4208
H -3.761 0.565 -5.176 -0.0041 0.0007 -0.0033 0.3980
H -1.807 -0.190 -4.434 -0.0119 0.0208 -0.0152 0.2248
H -0.692 -0.934 -2.379 -0.0240 -0.0020 0.0194 0.2134
H -0.973 2.800 -0.683 -0.0553 -0.0061 -0.0244 0.2124
H -2.141 3.711 -2.675 -0.0095 0.0044 -0.0185 0.2559
```
Positions in Å, forces in eV/Å.

=====

4.
Formula: C20H28HfOS3SbSi
Source: OMol25
Level of theory: ωB97M-V/def2-TZVPD

Summary:
2S+1 ... 2
M ... 709.0 g/mol
Orbital gap (alpha / beta) ... 5.36 / 5.08 eV
Net charge ... -2
ΔE to the lowest compared entry with this formula, charge and spin ... 17.1 kcal/mol

XYZ file:
```
55
Properties=species:S:1:pos:R:3:forces:R:3:mulliken_spin:R:1
Hf 0.567 -1.446 -0.764 0.2895 0.4787 -0.7598 0.0633
C 4.052 2.445 0.851 0.0244 0.0309 -0.0246 0.0014
C 2.589 2.406 1.288 0.0251 -0.0865 0.0116 -0.0126
C 1.674 2.632 0.081 -0.0808 0.0125 -0.0203 0.0808
C 2.220 1.124 2.014 -0.0032 -0.0200 -0.0736 0.0027
C 1.095 1.103 2.836 -0.0193 0.0994 -0.0461 0.0013
C 0.685 -0.058 3.462 -0.0014 -0.1242 0.0156 0.0007
C 1.392 -1.249 3.300 -0.0365 0.0517 0.0786 0.0001
C 0.938 -2.520 3.968 -0.0038 0.0009 -0.0342 0.0000
C 2.523 -1.230 2.495 0.0189 0.1464 0.1102 -0.0048
C 2.927 -0.063 1.853 0.0036 0.0947 0.2109 0.0017
H 4.314 3.445 0.498 -0.0156 -0.0118 -0.0133 -0.0001
H 4.228 1.751 0.027 -0.0085 -0.0038 0.0201 -0.0007
H 4.728 2.180 1.667 -0.0152 0.0201 0.0077 -0.0001
H 2.418 3.226 1.996 0.0421 0.0200 0.0199 -0.0002
H 1.761 1.825 -0.651 0.0321 -0.0199 0.0142 -0.0243
H 1.925 3.571 -0.423 -0.0002 -0.0043 0.0191 -0.0049
H 0.624 2.676 0.380 0.0239 -0.0098 0.0128 -0.0045
H 0.512 2.012 2.957 0.0072 -0.0109 0.0069 0.0003
H -0.220 -0.055 4.061 0.0089 -0.0003 0.0052 -0.0001
H 1.530 -2.734 4.862 0.0105 -0.0003 -0.0045 -0.0002
H 1.041 -3.367 3.288 0.0019 -0.0047 0.0011 0.0006
H -0.109 -2.449 4.268 0.0038 0.0037 -0.0082 0.0000
H 3.107 -2.132 2.357 -0.0953 -0.0478 -0.1066 -0.0019
H 3.808 -0.100 1.228 -0.0565 -0.0338 -0.0838 0.0007
S 2.851 -5.974 -1.219 -0.0463 0.0836 -0.0139 -0.0008
Sb 1.900 -4.230 -0.062 0.2980 -0.5535 0.1199 0.0028
S -0.271 -3.705 -1.238 -0.0036 0.1834 0.0517 0.0078
S 2.950 -2.149 -0.922 0.0256 -0.1352 0.3684 0.0086
C 0.530 -0.120 -2.385 -1.3249 -0.5048 -0.1323 0.6872
C -0.534 0.027 -3.338 0.5471 0.2570 0.1589 0.0212
C -1.214 1.259 -3.550 -0.0482 0.1337 0.0603 0.0694
C -2.251 1.399 -4.461 0.0581 -0.0301 0.0669 -0.0169
C -2.661 0.334 -5.259 0.1058 -0.0109 0.0828 0.0353
C -1.999 -0.886 -5.089 0.0042 -0.0300 0.0760 -0.0064
C -0.991 -1.047 -4.158 -0.0005 -0.0451 -0.2027 0.0835
H -0.903 2.117 -2.962 0.0169 0.0078 -0.0319 0.0092
H -2.737 2.366 -4.557 -0.0040 0.0011 -0.0041 -0.0002
H -3.461 0.447 -5.981 -0.0147 -0.0101 -0.0022 0.0027
H -2.301 -1.747 -5.677 0.0001 0.0067 -0.0097 -0.0021
H -0.536 -2.022 -4.025 0.0126 0.0183 0.0004 -0.0018
C -3.146 -0.475 2.105 -0.0336 -0.0636 0.2714 -0.0006
Si -2.249 -0.114 0.502 0.6670 -0.2141 0.0908 -0.0054
C -3.199 -0.927 -0.871 -0.0714 -0.1607 -0.2558 -0.0009
C -2.299 1.732 0.249 0.0565 0.2748 -0.0096 -0.0044
O -0.699 -0.650 0.594 -0.3394 0.2117 -0.0489 0.0025
H -4.202 -0.204 2.014 0.0118 -0.0113 0.0391 -0.0003
H -2.718 0.090 2.939 -0.0095 -0.0277 -0.0309 -0.0004
H -3.084 -1.539 2.352 -0.0168 0.0242 -0.0146 0.0005
H -4.277 -0.804 -0.721 0.0108 0.0036 -0.0389 0.0001
H -2.973 -1.998 -0.908 -0.0415 0.0187 0.0175 -0.0003
H -2.935 -0.507 -1.847 0.0030 -0.0141 0.0364 0.0010
H -3.332 2.093 0.224 0.0230 0.0146 -0.0089 0.0003
H -1.822 1.989 -0.701 -0.0168 -0.0044 0.0291 0.0084
H -1.770 2.254 1.053 -0.0251 -0.0043 -0.0243 0.0006
```
Positions in Å, forces in eV/Å.